2 unconnected molecules or ions with the total composition C3H9NO3S. Source: the OMol25 dataset; level of theory: the ωB97M-V functional and the def2-TZVPD basis.

Element x y z (Å)
O -2.659 2.898 -0.094
H 0.289 -2.869 -0.022
C 1.638 -1.264 0.517
H -2.434 2.315 -0.833
C 0.982 -2.177 -0.510
H 2.434 -0.662 0.094
C 0.154 0.656 0.907
H 0.708 -0.137 -1.693
N 0.726 -0.509 1.327
H 1.683 -2.839 -1.003
H -1.410 1.693 1.293
S -0.006 -1.261 -1.745
H -3.541 3.205 -0.329
H 2.163 -1.946 1.192
O -0.952 0.905 1.627
H 0.268 -1.003 2.071
O 0.644 1.409 0.100

Summary:
LUMO energy, Eh: 0.02072
HOMO-LUMO gap, Ha: 0.352
Relative energy (zero: lowest compared OMol25 entry of this formula, charge and spin), kJ/mol: 0.0
SMILES: O=C(O)NCCS.O
HOMO energy, eV: -9.0137
E_tot, Eh: -798.40219

These are the Löwdin partial charges, in e, on atoms 1 to 5: number 1, O, carries -0.049; number 2, H, carries 0.068; number 3, C, carries -0.267; number 4, H, carries 0.050; number 5, C, carries -0.531